1.
C33H38F6O19P2 | ωB97M-V with the def2-TZVPD basis set

## Properties
* gap between HOMO and LUMO: 7.3 eV
* energy: -3991.65231 Eh

Each line ends with the Mulliken charge.
Cartesian coordinates (Å):
C 4.53 -0.84 1.28  -1.16
C 3.01 -0.84 0.86  1.10
C 1.96 -1.06 1.86  -0.56
C 0.53 -1.12 1.50  -0.61
C 0.23 -0.94 0.06  0.64
C -1.27 -1.04 -0.35  -1.04
P -1.97 -2.81 -0.34  1.31
C -0.28 -3.61 -0.77  0.18
C 0.56 -4.25 0.27  -0.51
C 1.87 -4.84 0.02  -0.48
C 2.40 -4.83 -1.34  -0.46
C 1.57 -4.24 -2.39  -0.48
C 0.26 -3.64 -2.14  -0.38
P -4.03 -2.16 0.19  0.29
C -4.52 -0.67 -0.90  -0.81
O -3.97 -1.68 1.84  -0.61
C 1.27 -0.67 -0.93  -0.55
C 2.70 -0.62 -0.56  -0.90
H 4.71 -1.85 1.74  0.29
H 4.80 0.00 1.96  0.20
H 5.13 -0.84 0.33  0.33
H 2.19 -1.23 2.94  0.30
H -0.29 -1.32 2.23  0.38
H -1.39 -0.59 -1.37  0.37
H -1.86 -0.39 0.36  0.60
H -2.55 -3.39 -1.53  -0.07
H -1.92 -3.50 0.92  -0.38
H 0.17 -4.23 1.31  0.17
H 2.41 -5.26 0.90  0.33
H 3.41 -5.27 -1.50  0.35
H 1.99 -4.27 -3.43  0.30
H -0.30 -3.20 -3.01  0.36
H -5.64 -0.67 -0.93  0.28
H -4.08 0.27 -0.49  0.47
H -4.10 -0.91 -1.93  0.14
H -3.92 -2.52 2.33  0.37
H 0.96 -0.52 -1.99  0.23
H 3.51 -0.42 -1.31  0.32
O -3.93 -2.31 -3.28  -0.53
C -5.08 -2.40 -3.58  0.56
O -6.12 -2.19 -2.73  -0.22
C -7.31 -2.26 -3.50  -0.39
C -6.88 -3.09 -4.67  0.25
F -7.55 -2.74 -5.80  -0.27
O -5.52 -2.74 -4.83  -0.33
H -7.62 -1.26 -3.79  0.23
H -8.12 -2.73 -2.93  0.30
H -6.97 -4.17 -4.52  0.28
O -11.92 -0.16 -6.13  -0.50
C -10.85 0.20 -6.49  0.62
O -10.51 0.42 -7.79  -0.31
C -9.19 0.96 -7.79  -0.42
C -8.65 0.48 -6.48  0.52
F -7.76 1.37 -5.95  -0.32
O -9.79 0.44 -5.65  -0.29
H -9.25 2.05 -7.84  0.27
H -8.61 0.60 -8.64  0.29
H -8.19 -0.51 -6.52  0.14
O 6.74 0.81 0.50  -0.48
C 7.10 1.58 1.33  0.58
O 6.53 1.70 2.56  -0.35
C 7.32 2.63 3.29  -0.49
C 7.98 3.42 2.20  0.59
F 9.22 3.84 2.59  -0.34
O 8.13 2.46 1.16  -0.40
H 8.04 2.09 3.91  0.44
H 6.71 3.25 3.93  0.22
H 7.40 4.26 1.84  0.25
O -5.79 -8.04 -0.56  -0.52
C -5.44 -7.29 0.28  0.56
O -6.02 -7.18 1.51  -0.31
C -5.23 -6.27 2.27  -0.47
C -4.56 -5.47 1.19  0.48
F -3.32 -5.06 1.59  -0.33
O -4.41 -6.41 0.14  -0.28
H -4.52 -6.83 2.88  0.27
H -5.85 -5.65 2.92  0.30
H -5.13 -4.61 0.84  0.10
O 7.16 5.60 3.94  -0.48
C 7.98 6.22 4.53  0.64
O 9.00 6.90 3.93  -0.30
C 9.67 7.63 4.96  -0.42
C 9.31 6.84 6.19  0.30
F 9.22 7.64 7.28  -0.29
O 8.02 6.35 5.89  -0.28
H 9.28 8.65 5.00  0.29
H 10.74 7.66 4.78  0.26
H 9.98 6.01 6.40  0.29
O 5.24 4.59 2.24  -0.56
C 4.56 5.55 2.33  0.62
O 3.85 5.89 3.44  -0.28
C 3.28 7.17 3.19  -0.44
C 3.24 7.22 1.69  0.34
F 3.40 8.49 1.24  -0.30
O 4.38 6.46 1.32  -0.29
H 3.91 7.94 3.62  0.26
H 2.28 7.25 3.63  0.27
H 2.35 6.78 1.25  0.29

2.
C37H33BN10O5STi | ωB97M-V with the def2-TZVPD basis set

## Properties
* spin multiplicity: 2
* gap between HOMO and LUMO (spin up / spin down): 6.9 / 4.6 eV
* energy relative to the best compared isomer or geometry (same formula, charge and spin): 55.68 kcal per mole
* energy: -3625.91215 Eh
* net charge: +1
* expectation value of S²: 0.762

Each line ends with the Mulliken charge.
Cartesian coordinates (Å):
Ti 0.31 -0.64 -0.30  -1.31
C 2.35 -3.56 0.49  -1.44
C 2.74 -2.17 0.86  0.47
C 3.90 -1.83 1.55  -1.78
C 3.87 -0.46 1.66  0.03
N 2.75 -0.01 1.07  0.81
N 2.05 -1.06 0.59  1.33
B 2.33 1.47 0.85  -0.22
N 0.96 1.63 1.57  0.20
C 0.49 2.52 2.44  0.10
C -0.80 2.19 2.76  -2.04
C -1.08 1.05 2.00  0.57
C -2.38 0.32 2.00  -1.19
N -0.01 0.72 1.28  1.07
N 2.06 1.71 -0.65  0.59
C 2.74 2.47 -1.52  -0.07
C 2.14 2.34 -2.76  -1.69
C 1.08 1.46 -2.56  0.46
C 0.12 0.99 -3.61  -1.07
N 1.03 1.10 -1.27  0.68
N 3.47 2.34 1.31  0.67
C 3.73 3.13 2.39  -0.02
C 5.04 3.51 2.34  -1.35
C 5.55 2.90 1.17  0.73
C 6.95 2.92 0.65  -1.24
N 4.60 2.21 0.58  -1.32
H 3.24 -4.08 0.13  0.47
H 1.98 -4.11 1.36  0.27
H 1.58 -3.59 -0.28  0.09
H 4.66 -2.50 1.90  0.60
H 4.58 0.20 2.12  0.52
H 1.07 3.36 2.78  0.56
H -1.46 2.68 3.45  0.61
H -2.66 0.08 3.02  0.46
H -3.17 0.96 1.59  0.33
H -2.33 -0.60 1.41  0.03
H 3.60 3.03 -1.23  0.70
H 2.44 2.80 -3.68  0.56
H 0.45 1.37 -4.57  0.43
H 0.09 -0.10 -3.66  0.07
H -0.89 1.36 -3.42  0.14
H 2.99 3.36 3.13  0.45
H 5.57 4.13 3.02  0.49
H 7.55 3.62 1.23  0.38
H 7.38 1.92 0.74  0.27
H 6.96 3.19 -0.40  0.30
O 2.36 -4.20 -5.15  -0.34
C 2.21 -3.55 -4.16  0.20
C 0.93 -3.34 -3.34  0.08
O -0.07 -4.02 -3.42  -0.56
C 1.21 -2.22 -2.50  -0.26
C 2.56 -1.76 -2.57  0.92
O 3.03 -0.80 -1.95  -0.42
C 3.30 -2.71 -3.47  0.03
O 4.48 -2.89 -3.59  -0.40
O 0.36 -1.65 -1.68  0.13
C -1.36 -4.48 2.33  -0.80
C -0.83 -3.38 2.98  -0.95
C -0.40 -2.27 2.26  0.09
C -0.52 -2.22 0.87  1.97
C -1.03 -3.35 0.23  -0.82
C -1.45 -4.46 0.95  -0.92
H -1.68 -5.34 2.89  0.43
H -0.73 -3.39 4.06  0.47
H 0.03 -1.44 2.82  0.42
H -1.08 -3.41 -0.85  0.07
H -1.82 -5.33 0.42  0.48
S -5.82 1.57 -2.28  -0.09
C -4.23 0.95 -1.72  -0.21
C -3.22 1.84 -1.38  -1.10
C -1.99 1.34 -1.00  -0.34
N -1.70 0.03 -0.97  1.61
C -2.67 -0.81 -1.33  -0.23
C -3.95 -0.40 -1.70  -0.86
C -6.68 1.54 -0.69  0.48
C -7.28 0.38 -0.24  -0.18
C -7.96 0.44 0.97  -0.46
N -8.05 1.54 1.69  -0.56
C -7.48 2.64 1.25  -0.43
C -6.77 2.70 0.05  -0.19
H -3.38 2.91 -1.42  0.58
H -1.20 2.03 -0.72  0.29
H -2.42 -1.87 -1.34  0.07
H -4.69 -1.13 -1.98  0.52
H -7.24 -0.54 -0.81  0.38
H -8.46 -0.43 1.37  0.38
H -7.59 3.52 1.87  0.38
H -6.32 3.62 -0.28  0.41

3.
C20H32AlAs3F6N2O4S7Sb | ωB97M-V with the def2-TZVPD basis set

## Properties
* gap between HOMO and LUMO: 7.2 eV
* energy relative to the best compared isomer or geometry (same formula, charge and spin): 3.93 kcal per mole
* energy: -11768.52927 Eh
* net charge: -1

Each line ends with the Mulliken charge.
Cartesian coordinates (Å):
Al 1.20 1.43 1.89  0.91
C 1.86 -0.31 -2.63  -1.16
As 0.17 -0.70 -1.74  0.94
C -1.90 1.08 -1.74  -0.47
C -0.31 -2.14 -3.03  -2.57
C -1.24 -3.26 -2.54  3.19
C -1.83 -3.93 -3.79  -2.45
C -0.43 -4.32 -1.77  -1.83
As 1.00 -3.70 -0.55  0.38
C -0.01 -3.46 1.09  -0.72
C 1.66 -5.51 -0.15  -1.23
C -2.36 -2.65 -1.68  -1.47
As -3.98 -3.73 -1.32  0.22
C -3.59 -4.36 0.49  -1.09
C -5.05 -2.18 -0.75  -1.14
H 2.48 -1.18 -2.43  0.41
H 2.35 0.56 -2.20  0.23
H 1.72 -0.19 -3.71  0.36
H -2.62 1.58 -2.39  0.22
H -1.53 1.81 -1.01  0.15
H -2.42 0.30 -1.18  0.21
H 0.61 -2.57 -3.42  0.47
H -0.79 -1.57 -3.83  0.72
H -1.03 -4.21 -4.47  0.52
H -2.51 -3.25 -4.31  0.42
H -2.39 -4.83 -3.53  0.52
H 0.10 -4.94 -2.50  0.60
H -1.10 -4.99 -1.22  0.49
H -0.82 -4.19 1.16  0.23
H -0.42 -2.45 1.15  -0.06
H 0.65 -3.59 1.94  0.48
H 0.84 -6.17 0.15  0.32
H 2.38 -5.44 0.67  0.40
H 2.16 -5.93 -1.02  0.38
H -2.74 -1.76 -2.20  0.59
H -1.97 -2.31 -0.72  0.25
H -2.90 -5.20 0.46  0.30
H -4.52 -4.71 0.94  0.46
H -3.18 -3.57 1.11  0.28
H -5.26 -1.55 -1.61  0.34
H -4.51 -1.60 0.00  0.30
H -5.99 -2.53 -0.33  0.40
S 1.04 0.84 5.86  -0.62
Sb 0.16 -0.29 4.12  0.56
S -0.87 1.34 2.55  -0.57
S 1.93 -0.59 2.46  -0.56
S -1.20 -2.07 4.37  -0.63
F 3.95 3.37 -1.35  -0.19
C 3.11 4.05 -0.58  0.39
F 2.85 5.22 -1.13  -0.18
F 3.68 4.24 0.61  -0.18
S 1.55 3.11 -0.32  0.87
O 2.10 1.82 0.24  -0.36
O 0.84 3.77 0.76  -0.72
N 0.76 2.98 -1.58  -0.15
S 1.07 2.90 -3.19  0.56
O -0.85 0.57 -2.55  -0.42
O 2.18 3.77 -3.58  -0.71
C -0.48 3.92 -3.65  0.73
F -1.15 3.22 -4.58  -0.27
F -1.31 4.18 -2.65  -0.20
F -0.10 5.07 -4.20  -0.26
S 4.37 3.23 4.40  -0.26
C 3.54 2.28 3.26  -0.32
N 2.31 2.62 3.03  0.85
C 1.93 3.73 3.79  -0.54
C 0.68 4.35 3.78  -0.17
C 0.51 5.44 4.61  -0.98
C 1.54 5.91 5.44  -0.46
C 2.77 5.30 5.44  -0.54
C 2.96 4.20 4.61  1.09
H 3.99 1.41 2.80  0.37
H -0.11 3.97 3.17  0.23
H -0.46 5.93 4.63  0.40
H 1.36 6.76 6.08  0.38
H 3.57 5.66 6.08  0.39

4.
C5H8O2 | ωB97M-V with the def2-TZVPD basis set

## Properties
* gap between HOMO and LUMO: 9.3 eV
* energy relative to the best compared isomer or geometry (same formula, charge and spin): 78.87 kcal per mole
* energy: -345.67927 Eh

Each line ends with the Mulliken charge.
Cartesian coordinates (Å):
O -1.37 -0.38 -1.78  -0.56
C -1.20 -0.38 -0.39  0.24
C 0.01 -1.27 0.03  -0.90
C 0.67 -0.01 0.64  0.58
O 1.30 0.01 1.86  -0.52
C 0.68 1.25 -0.40  -0.94
C -0.53 0.81 0.28  -0.43
H -1.41 0.53 -2.08  0.33
H -2.14 -0.66 0.08  0.30
H -0.28 -1.97 0.83  0.27
H 0.52 -1.80 -0.77  0.31
H 2.23 -0.25 1.75  0.33
H 1.23 2.07 0.03  0.29
H 1.27 0.55 -1.05  0.33
H -0.99 1.51 0.97  0.36

5.
C2H11N8OS | ωB97M-V with the def2-TZVPD basis set

## Properties
* gap between HOMO and LUMO (spin up / spin down): 5.5 / 5.5 eV
* energy relative to the best compared isomer or geometry (same formula, charge and spin): 15.58 kcal per mole
* energy: -993.92218 Eh
* net charge: +1

Each line ends with the Mulliken charge.
Cartesian coordinates (Å):
C 1.61 -1.42 -0.08  0.54
C -2.72 -0.09 0.09  0.75
N 1.89 -2.52 -0.80  -0.36
N -2.22 -1.10 0.84  -0.42
N 1.47 2.91 -0.10  -0.20
N 2.55 -0.39 -0.22  -0.33
N -2.04 1.02 -0.15  0.14
N 2.23 0.86 0.25  0.17
N 1.73 1.73 -0.56  -0.04
N -0.83 1.37 0.23  -0.91
O 0.66 -1.30 0.66  -0.72
S -4.35 -0.15 -0.58  -0.25
H 2.75 -2.65 -1.29  0.20
H 1.33 -3.35 -0.64  0.25
H -1.22 -1.22 0.90  0.29
H -2.77 -1.94 0.94  0.22
H 1.00 3.52 -0.75  0.29
H 1.32 3.07 0.89  0.28
H 3.12 -0.38 -1.06  0.30
H -2.51 1.73 -0.71  0.22
H 2.16 0.94 1.26  0.28
H -0.45 0.65 0.84  0.16
H -4.72 -1.27 0.04  0.13